1.
A molecular structure, C5H10O3 in a non-equilibrium geometry, computed with the ωB97M-V functional and the def2-TZVPD basis.

Geometry (Å):
C  -0.022  -0.905  -0.050
C  0.496  0.458  -0.057
C  1.739  -0.170  0.262
C  -1.495  1.787  0.849
C  -0.401  -1.704  -1.249
O  -0.226  1.291  1.200
O  -0.517  -1.323  1.127
O  2.883  0.015  -0.466
H  -0.489  -0.498  1.693
H  2.723  0.645  -1.180
H  0.434  1.023  -0.984
H  1.947  -0.638  1.211
H  -2.047  2.047  1.760
H  -1.418  2.682  0.221
H  -2.094  1.044  0.295
H  -1.486  -1.719  -1.357
H  -0.079  -2.739  -1.124
H  0.051  -1.297  -2.150

- net charge = 0
- LUMO (eV) = 0.7114
- relative energy (zero: lowest compared OMol25 entry of this formula, charge and spin) (kcal per mole) = 93.2
- E (hartree) = -422.10806

Atom charges from the Löwdin analysis, given in e for atoms 1 to 4: atom 1 (C): -0.390, atom 2 (C): -0.169, atom 3 (C): -0.159, atom 4 (C): -0.157


2.
C18H16N2O3 in the gas phase in a non-equilibrium geometry, computed with the ωB97M-V functional and the def2-TZVPD basis.

Geometry (Å):
O  -3.299  2.904  -0.459
C  -3.084  1.707  -0.482
N  -2.003  1.130  0.182
N  -1.690  -0.169  0.115
C  -2.434  -0.993  -0.552
C  -3.608  -0.563  -1.246
C  -3.907  0.750  -1.207
H  -4.767  1.162  -1.712
H  -4.202  -1.293  -1.772
O  -2.137  -2.302  -0.612
C  -0.932  -2.751  -0.008
H  -0.420  -1.911  0.467
H  -1.197  -3.486  0.757
C  -0.019  -3.386  -1.073
O  1.330  -3.376  -0.680
C  2.045  -2.211  -0.752
C  1.595  -1.018  -1.305
C  2.434  0.085  -1.342
C  3.714  0.019  -0.824
C  4.162  -1.170  -0.269
C  3.339  -2.275  -0.234
H  3.672  -3.210  0.189
H  5.161  -1.235  0.137
H  4.357  0.885  -0.854
H  2.073  1.006  -1.775
H  0.599  -0.925  -1.712
H  -0.164  -2.872  -2.031
H  -0.270  -4.441  -1.212
C  -1.094  1.895  0.957
C  -1.509  3.013  1.672
C  -0.587  3.722  2.421
C  0.738  3.324  2.474
C  1.145  2.201  1.774
C  0.235  1.486  1.020
H  0.550  0.613  0.472
H  2.174  1.876  1.808
H  1.451  3.886  3.059
H  -0.912  4.592  2.972
H  -2.536  3.332  1.637

- net charge = 0
- SMILES = O=c1ccc(OCCOc2ccccc2)nn1-c1ccccc1
- LUMO (eV) = -0.0640
- relative energy (zero: lowest compared OMol25 entry of this formula, charge and spin) (kcal per mole) = 70.5
- E (hartree) = -1030.71481

Atom charges from the Löwdin analysis, given in e for atoms 1 to 4: atom 1 (O): 0.054, atom 2 (C): -0.413, atom 3 (N): 0.015, atom 4 (N): 0.163


3.
C2H3NS in the gas phase in a non-equilibrium geometry, computed with the ωB97M-V functional and the def2-TZVPD basis.

Geometry (Å):
C  -1.103  -0.818  -0.202
C  0.629  0.446  0.262
N  -0.254  -0.592  0.668
S  -0.086  1.239  -1.295
H  -1.837  -1.509  -0.301
H  1.086  1.125  1.085
H  1.566  0.109  -0.218

- net charge = 0
- LUMO (alpha / beta) (eV) = -1.3484 / -1.5340
- relative energy (zero: lowest compared OMol25 entry of this formula, charge and spin) (kcal per mole) = 83.3
- E (hartree) = -530.80196

Atom charges from the Löwdin analysis, given in e for atoms 1 to 4: atom 1 (C): 0.026, atom 2 (C): -0.637, atom 3 (N): -0.071, atom 4 (S): 0.498


4.
5 unconnected molecules or ions with the total composition C32H45Br2IO13 in a non-equilibrium geometry, computed with the ωB97M-V functional and the def2-TZVPD basis.

Geometry (Å):
C  4.710  -0.986  -0.995
C  5.668  0.232  -1.276
Br  5.111  1.673  0.003
C  5.462  0.869  -2.723
C  4.043  1.473  -2.913
C  3.711  2.791  -2.862
C  4.760  3.906  -2.601
O  4.259  4.825  -1.585
O  4.597  6.098  -2.014
C  2.235  3.286  -3.031
O  1.995  4.413  -3.406
C  1.132  2.262  -2.654
C  -0.210  2.646  -2.224
C  -1.254  1.668  -1.892
C  -0.892  0.241  -1.988
C  -1.995  -0.821  -1.657
C  -3.328  -0.303  -2.365
O  -3.376  -0.382  -3.555
I  -4.989  0.555  -1.286
C  0.448  -0.217  -2.381
Br  0.876  -2.133  -2.437
C  1.444  0.811  -2.726
C  2.883  0.459  -3.202
O  3.164  -0.574  -3.772
H  3.680  -0.552  -0.818
H  4.965  -1.551  -0.061
H  4.601  -1.688  -1.864
H  6.719  -0.096  -1.090
H  6.300  1.596  -2.861
H  5.618  0.067  -3.502
H  4.847  4.520  -3.544
H  5.788  3.542  -2.365
H  3.912  6.405  -2.644
H  -0.455  3.733  -2.144
H  -2.274  1.983  -1.567
H  -1.784  -1.808  -2.146
H  -2.152  -0.992  -0.563
O  0.115  3.514  0.880
C  0.966  4.307  1.193
O  1.959  3.929  2.020
C  3.123  4.722  2.282
C  2.875  5.696  3.416
C  0.890  5.744  0.754
H  3.475  5.216  1.374
H  3.908  4.023  2.575
H  2.087  6.409  3.168
H  3.784  6.253  3.650
H  2.549  5.162  4.311
H  0.277  6.304  1.461
H  0.423  5.778  -0.230
H  1.862  6.222  0.648
O  8.820  -1.036  -0.372
C  9.121  -0.259  0.500
O  8.909  1.056  0.319
C  9.024  2.042  1.354
C  10.452  2.535  1.477
C  9.816  -0.723  1.750
H  8.627  1.670  2.300
H  8.382  2.872  1.056
H  11.131  1.731  1.765
H  10.521  3.329  2.223
H  10.804  2.921  0.519
H  10.891  -0.754  1.572
H  9.464  -1.727  1.986
H  9.603  -0.110  2.623
O  -4.659  -2.080  0.638
C  -5.776  -2.428  0.926
O  -6.626  -1.541  1.480
C  -8.029  -1.775  1.665
C  -8.296  -2.484  2.976
C  -6.215  -3.856  0.767
H  -8.457  -2.303  0.810
H  -8.499  -0.790  1.685
H  -7.833  -3.472  3.000
H  -9.369  -2.602  3.140
H  -7.875  -1.915  3.808
H  -5.941  -4.418  1.660
H  -5.700  -4.280  -0.095
H  -7.279  -3.968  0.574
O  -8.252  -5.961  2.482
C  -9.095  -6.522  1.829
O  -9.102  -6.380  0.490
C  -9.915  -7.160  -0.396
C  -11.288  -6.543  -0.565
C  -10.200  -7.302  2.487
H  -9.962  -8.202  -0.071
H  -9.400  -7.161  -1.357
H  -11.834  -6.514  0.379
H  -11.877  -7.109  -1.288
H  -11.201  -5.512  -0.913
H  -11.016  -6.625  2.740
H  -9.808  -7.746  3.402
H  -10.575  -8.125  1.883

- net charge = 0
- SMILES = C[C@H](Br)CC1=C(COO)C(=O)c2ccc(CC(=O)I)c(Br)c2C1=O.CCOC(C)=O.CCOC(C)=O.CCOC(C)=O.CCOC(C)=O
- LUMO (eV) = -0.7737
- E (hartree) = -7670.03158

Atom charges from the Löwdin analysis, given in e for atoms 1 to 4: atom 1 (C): -0.149, atom 2 (C): -0.603, atom 3 (Br): 0.719, atom 4 (C): -0.164


What did the third record say?
C2H3NS in the gas phase in a non-equilibrium geometry, computed with the ωB97M-V functional and the def2-TZVPD basis.

Geometry (Å):
C  -1.103  -0.818  -0.202
C  0.629  0.446  0.262
N  -0.254  -0.592  0.668
S  -0.086  1.239  -1.295
H  -1.837  -1.509  -0.301
H  1.086  1.125  1.085
H  1.566  0.109  -0.218

- net charge = 0
- LUMO (alpha / beta) (eV) = -1.3484 / -1.5340
- relative energy (zero: lowest compared OMol25 entry of this formula, charge and spin) (kcal per mole) = 83.3
- E (hartree) = -530.80196

Atom charges from the Löwdin analysis, given in e for atoms 1 to 4: atom 1 (C): 0.026, atom 2 (C): -0.637, atom 3 (N): -0.071, atom 4 (S): 0.498


net charge of number 3 (C2H3NS)? 0